The following is a DFT calculation (ωB97M-V with the def2-TZVPD basis set) of 3 unconnected molecules or ions with the total composition C30H70BrClIN7O7 in a non-equilibrium geometry.

Geometry as XYZ:
```
117
Properties=species:S:1:pos:R:3:mulliken_charge:R:1
C 3.974 6.053 2.236 -1.33
C 3.589 5.157 1.077 -1.00
N 2.470 4.275 1.313 1.97
C 1.204 4.384 0.694 -1.78
Br 0.770 6.374 0.882 -0.14
N 1.176 3.930 -0.698 1.22
C 0.576 4.650 -1.866 -0.74
N -0.535 5.537 -1.720 -0.35
C 2.428 3.386 -1.229 -1.25
C 2.985 2.067 -0.735 0.30
C 2.179 0.872 -1.198 -0.53
Cl 2.659 0.390 -2.862 -0.23
C 0.139 3.609 1.620 3.34
C 0.597 2.144 1.576 -2.90
C -0.165 1.065 2.307 -0.89
O 0.217 -0.224 1.767 -0.55
C -1.257 3.613 0.919 -0.42
C -2.563 4.135 1.504 -1.42
C -3.147 3.266 2.625 -0.95
I -2.772 6.216 2.023 -0.01
O 0.097 4.287 2.869 0.06
C 0.569 3.882 4.130 0.74
N -0.075 2.690 4.666 -0.28
C 0.294 5.124 5.042 -1.00
C -1.076 5.191 5.680 -0.70
O -1.041 4.757 7.050 -0.57
C 2.077 3.658 4.259 -1.64
N 2.578 2.404 3.704 0.01
C 4.000 2.385 3.381 -0.81
H 4.677 6.795 1.868 0.44
H 4.448 5.489 3.030 0.27
H 3.120 6.594 2.622 0.23
H 3.501 5.720 0.159 0.56
H 4.467 4.528 0.902 0.40
H 2.674 3.404 1.765 -1.54
H 0.314 3.860 -2.568 0.23
H 1.367 5.200 -2.378 0.56
H -0.493 6.403 -2.221 0.22
H -1.132 5.533 -0.920 0.29
H 2.268 3.209 -2.287 0.94
H 3.227 4.126 -1.210 0.15
H 3.942 1.970 -1.238 0.83
H 3.233 2.014 0.315 -0.95
H 1.127 1.100 -1.294 0.17
H 2.346 -0.004 -0.587 0.32
H 0.475 1.896 0.529 1.13
H 1.639 1.989 1.820 1.11
H 0.077 1.036 3.356 0.10
H -1.233 1.122 2.142 0.34
H 0.969 -0.113 1.174 0.28
H -1.500 2.600 0.621 -0.06
H -1.129 4.108 -0.029 -0.10
H -3.261 4.072 0.686 1.00
H -3.442 3.853 3.480 0.33
H -4.057 2.793 2.273 0.22
H -2.472 2.474 2.921 0.16
H 0.106 2.612 5.658 0.33
H -1.066 2.662 4.482 0.22
H 0.454 6.007 4.429 0.47
H 1.017 5.152 5.847 0.45
H -1.433 6.213 5.644 0.40
H -1.818 4.597 5.168 0.09
H -0.917 5.543 7.597 0.37
H 2.622 4.489 3.835 -0.21
H 2.279 3.679 5.329 1.05
H 2.332 1.641 4.313 0.32
H 4.461 3.352 3.544 0.23
H 4.551 1.654 3.963 0.41
H 4.166 2.141 2.332 0.10
C -3.166 -6.525 -0.554 -0.55
O -3.158 -5.929 0.730 -0.35
C -1.873 -5.755 1.304 -0.80
C -1.444 -4.305 1.304 -0.25
N -1.183 -3.838 -0.049 0.01
C -1.027 -2.393 -0.205 -0.55
C -2.178 -1.482 0.208 0.11
O -3.313 -1.558 -0.637 -0.48
C -4.178 -2.655 -0.419 -0.41
H -4.191 -6.833 -0.755 0.29
H -2.862 -5.836 -1.344 0.16
H -2.523 -7.410 -0.583 0.35
H -1.133 -6.382 0.798 0.36
H -1.940 -6.091 2.343 0.42
H -0.530 -4.207 1.898 0.38
H -2.232 -3.728 1.808 0.23
H -1.931 -4.155 -0.651 -0.35
H -0.833 -2.209 -1.267 0.26
H -0.133 -2.088 0.339 0.31
H -1.820 -0.455 0.117 -0.14
H -2.465 -1.612 1.259 0.33
H -4.240 -2.917 0.641 0.27
H -3.878 -3.536 -0.994 0.05
H -5.169 -2.360 -0.763 0.32
C -0.173 -7.873 -7.937 -0.69
O 0.634 -7.955 -6.781 -0.34
C 1.564 -6.893 -6.617 -0.80
C 1.165 -5.952 -5.503 -0.15
N -0.019 -5.178 -5.845 -0.30
C -0.630 -4.449 -4.738 -1.20
C -1.109 -5.219 -3.513 0.54
O -2.250 -6.034 -3.721 -0.42
C -1.997 -7.286 -4.329 -0.67
H -0.645 -8.845 -8.071 0.23
H -0.963 -7.118 -7.844 0.29
H 0.425 -7.649 -8.825 0.33
H 1.706 -6.352 -7.557 0.41
H 2.520 -7.351 -6.347 0.39
H 1.994 -5.262 -5.316 0.33
H 1.027 -6.559 -4.598 0.16
H -0.710 -5.792 -6.256 0.16
H -1.494 -3.917 -5.143 0.44
H 0.080 -3.687 -4.400 0.41
H -1.415 -4.471 -2.779 -0.18
H -0.308 -5.801 -3.040 0.24
H -1.042 -7.710 -4.005 0.32
H -2.015 -7.222 -5.421 0.20
H -2.798 -7.961 -4.028 0.32
```

Its HOMO-LUMO gap is 8.6735 eV. The calculation puts the total energy at -147668.3115 eV. Its HOMO energy is -8.2 eV. The value obtained for the LUMO energy is 0.46 eV. Its SMILES is CCN[C@@](Br)(N(CN)CCCCl)[C@](CCO)(C[C@@H](C)I)O[C@](N)(CCO)CNC.COCCNCCOC.COCCNCCOC.